## A
The following is a DFT calculation (ωB97M-V/def2-TZVPD) of a single C4H3N3 molecule.

Output
HOMO-LUMO gap = 9.64 eV
E_LUMO = 0.29 eV

Each line ends with the Löwdin charge.
Geometry (Å):
N: -2.59057 0.07409 -0.80550  0.159
C: -1.50498 -0.33603 -0.78859  -0.306
C: -0.89481 2.10929 1.26797  0.053
N: -0.01263 1.35898 1.04915  -0.069
C: 0.99682 0.46894 0.75153  -0.153
C: 0.85015 -0.53815 -0.11365  -0.106
N: -0.28102 -0.89025 -0.84542  0.041
H: 1.94321 0.62407 1.25668  0.112
H: 1.69430 -1.18915 -0.30847  0.122
H: -0.20048 -1.68180 -1.46370  0.147

=====

## B
The following is a DFT calculation (ωB97M-V/def2-TZVPD) of a single C4H3N3 molecule.

Output
HOMO-LUMO gap = 9.31 eV
SMILES string = N#CC1C=NN=C1
E_LUMO = -0.96 eV

Each line ends with the Löwdin charge.
Geometry (Å):
N: -2.92213 0.16169 -0.32247  0.117
C: -1.67146 -0.25045 -0.34675  -0.160
C: -0.34933 -0.17893 0.14902  -0.310
C: 0.79970 -1.20502 -0.15525  0.003
N: 1.93532 -0.43899 -0.35167  -0.010
N: 1.72328 0.88475 -0.29205  -0.029
C: 0.46870 1.19043 -0.01002  -0.047
H: -0.65973 -0.16817 1.32249  0.212
H: 0.78316 -2.20272 0.07647  0.072
H: -0.10751 2.20740 -0.06978  0.152

=====

## C
The following is a DFT calculation (ωB97M-V/def2-TZVPD) of a single C4H3N3 molecule.

Output
HOMO-LUMO gap (alpha / beta) = 7.93 / 7.93 eV
E_LUMO (alpha / beta) = -0.71 / -0.71 eV

Each line ends with the Löwdin charge.
Geometry (Å):
C: -0.63030 -0.44410 -1.03335  -0.099
C: -1.13264 -0.09593 0.23082  -0.100
C: 0.69444 -0.00377 -1.11252  -0.250
C: -0.18446 0.82954 0.65329  -0.263
N: 1.34959 -0.11227 2.51505  0.272
N: 0.55819 0.49288 1.99028  0.099
N: 1.02629 0.81917 -0.19597  0.035
H: -0.92629 -1.02828 -1.86669  0.082
H: -2.16123 -0.09121 0.67681  0.114
H: 1.40641 -0.36604 -1.85772  0.110

=====

Calculated relative energies: A 0.0; B 58.4; C 42.2, given in kcal/mol

=====

## A
The following is a DFT calculation (ωB97M-V/def2-TZVPD) of a single C4H3N3 molecule.

Output
HOMO-LUMO gap = 8.17 eV
E_LUMO = -0.63 eV

Each line ends with the Löwdin charge.
Geometry (Å):
C: 2.69810 -0.13170 0.06563  -0.252
C: -2.02982 -1.17003 -0.28104  -0.004
C: -1.53781 0.02108 -0.25904  -0.219
C: 1.29758 0.19095 0.31158  -0.079
N: 3.71095 -0.28948 -0.45526  0.126
N: -0.94309 1.02940 0.26152  0.062
N: 0.61422 1.28104 0.27463  -0.003
H: -2.03036 -1.89598 0.66053  0.129
H: -2.58111 -1.29428 -1.23767  0.066
H: 0.80135 2.25900 0.65913  0.173

=====

## B
The following is a DFT calculation (ωB97M-V/def2-TZVPD) of a single C4H3N3 molecule.

Output
HOMO-LUMO gap = 10.98 eV
SMILES string = N#CC1N=CC=N1
E_LUMO = -0.39 eV

Each line ends with the Löwdin charge.
Geometry (Å):
N: 3.27500 -0.27144 0.41856  0.157
C: 2.13816 -0.16924 0.22955  -0.137
C: 0.73327 -0.03613 -0.16413  -0.409
N: -0.09477 -1.19680 0.01552  0.119
C: -1.27810 -0.70406 0.14640  -0.110
C: -1.23542 0.75902 0.13344  -0.127
N: -0.02043 1.18106 0.10674  0.108
H: 0.72061 0.31406 -1.21580  0.176
H: -2.16679 -1.32211 0.23976  0.112
H: -2.07152 1.44565 0.08995  0.110

=====

Calculated relative energies: A 110.3; B 0.0, given in kcal/mol